A 5-piece molecular cluster, C27H45N5O7 overall in a non-equilibrium geometry. Source: the OMol25 dataset; level of theory: wB97M-V/def2-TZVPD.

Frontier orbital gap: 7.06 eV
HOMO: -8.414 eV
Total charge: 0
SMILES: NCCCC1=C(CCc2ccccc2)C(=O)OC1=O.CN(C)C=O.CN(C)C=O.CN(C)C=O.CN(C)C=O

Bonds (Å) are listed after each position.
Atoms and positions in Å:
1 N 2.58 4.07 6.07  C2 1.522, H20 1.061, H21 1.061
2 C 2.17 2.81 5.33  N1 1.522, C3 1.640, H22 1.193, H23 1.193
3 C 1.32 3.07 3.95  C2 1.640, C4 1.642, H24 1.182, H25 1.185
4 C 1.19 1.77 2.96  C3 1.642, C5 1.647, H26 1.172, H27 1.192
5 C -0.06 0.80 3.43  C4 1.647, C6 1.488, C18 1.652
6 C -0.19 -0.19 4.54  C5 1.488, C7 1.672, C15 1.642
7 C 1.01 -0.58 5.63  C6 1.672, C8 1.673, H28 1.171, H29 1.178
8 C 1.38 -2.17 5.28  C7 1.673, C9 1.654, H30 1.194, H31 1.180
9 C 2.60 -2.30 4.17  C8 1.654, C10 1.657, C14 1.671
10 C 4.04 -1.48 4.26  C9 1.657, C11 1.653, H32 1.187
11 C 5.26 -1.66 3.17  C10 1.653, C12 1.671, H33 1.186
12 C 5.10 -2.70 1.87  C11 1.671, C13 1.661, H34 1.178
13 C 3.65 -3.49 1.72  C12 1.661, C14 1.670, H35 1.170
14 C 2.43 -3.30 2.84  C9 1.671, C13 1.670, H36 1.193
15 C -1.71 -0.80 4.43  C6 1.642, O16 1.362, O17 1.481
16 O -2.33 -1.72 5.22  C15 1.362
17 O -2.38 -0.14 3.29  C15 1.481, C18 1.475
18 C -1.48 0.80 2.59  C5 1.652, O17 1.475, O19 1.361
19 O -1.74 1.50 1.45  C18 1.361
20 H 1.98 4.17 6.94  N1 1.061
21 H 3.55 3.94 6.47  N1 1.061
22 H 3.16 2.18 5.14  C2 1.193
23 H 1.55 2.16 6.12  C2 1.193
24 H 0.22 3.36 4.27  C3 1.182
25 H 1.81 4.00 3.41  C3 1.185
26 H 2.19 1.16 2.80  C4 1.172
27 H 0.89 2.19 1.89  C4 1.192
28 H 0.68 -0.43 6.74  C7 1.171
29 H 2.00 0.03 5.42  C7 1.178
30 H 0.39 -2.69 4.86  C8 1.194
31 H 1.64 -2.74 6.28  C8 1.180
32 H 4.20 -0.73 5.17  C10 1.187
33 H 6.26 -1.04 3.32  C11 1.186
34 H 6.00 -2.84 1.12  C12 1.178
35 H 3.53 -4.19 0.79  C13 1.170
36 H 1.43 -3.91 2.65  C14 1.193
37 C -4.36 1.99 -2.49  N38 1.448, H42 1.094, H43 1.094, H44 1.093
38 N -4.09 0.61 -2.15  C37 1.448, C39 1.448, C40 1.379
39 C -3.37 0.33 -0.92  N38 1.448, H45 1.094, H46 1.094, H47 1.093
40 C -4.48 -0.44 -2.95  N38 1.379, O41 1.224, H48 1.102
41 O -4.28 -1.62 -2.71  C40 1.224
42 H -3.42 2.53 -2.58  C37 1.094
43 H -4.97 2.44 -1.70  C37 1.094
44 H -4.91 2.06 -3.44  C37 1.093
45 H -2.45 -0.21 -1.16  C39 1.094
46 H -3.99 -0.30 -0.28  C39 1.094
47 H -3.12 1.26 -0.39  C39 1.093
48 H -5.02 -0.11 -3.85  C40 1.102
49 C 3.28 -1.27 -2.91  N50 1.448, H54 1.094, H55 1.094, H56 1.093
50 N 2.76 -0.47 -1.83  C49 1.448, C51 1.448, C52 1.379
51 C 1.33 -0.23 -1.76  N50 1.448, H57 1.094, H58 1.094, H59 1.093
52 C 3.57 0.07 -0.85  N50 1.379, O53 1.224, H60 1.102
53 O 3.19 0.76 0.09  C52 1.224
54 H 3.03 -0.79 -3.86  C49 1.094
55 H 2.82 -2.26 -2.87  C49 1.094
56 H 4.37 -1.37 -2.84  C49 1.093
57 H 1.15 0.85 -1.80  C51 1.094
58 H 0.95 -0.61 -0.81  C51 1.094
59 H 0.82 -0.72 -2.59  C51 1.093
60 H 4.64 -0.17 -1.00  C52 1.102
61 C 4.00 -6.37 -6.19  N62 1.448, H66 1.094, H67 1.094, H68 1.093
62 N 3.47 -5.56 -5.10  C61 1.448, C63 1.448, C64 1.379
63 C 2.05 -5.32 -5.04  N62 1.448, H69 1.094, H70 1.094, H71 1.093
64 C 4.29 -5.02 -4.13  N62 1.379, O65 1.224, H72 1.102
65 O 3.91 -4.34 -3.19  C64 1.224
66 H 3.75 -5.89 -7.14  C61 1.094
67 H 3.54 -7.36 -6.15  C61 1.094
68 H 5.09 -6.47 -6.12  C61 1.093
69 H 1.87 -4.24 -5.08  C63 1.094
70 H 1.66 -5.71 -4.09  C63 1.094
71 H 1.54 -5.81 -5.87  C63 1.093
72 H 5.35 -5.27 -4.28  C64 1.102
73 C -8.39 6.25 -2.39  N74 1.448, H78 1.094, H79 1.094, H80 1.093
74 N -7.40 5.37 -2.99  C73 1.448, C75 1.448, C76 1.379
75 C -6.10 5.92 -3.33  N74 1.448, H81 1.094, H82 1.094, H83 1.093
76 C -7.65 4.04 -3.23  N74 1.379, O77 1.224, H84 1.102
77 O -6.86 3.25 -3.73  C76 1.224
78 H -8.60 7.07 -3.09  C73 1.094
79 H -7.99 6.65 -1.46  C73 1.094
80 H -9.32 5.71 -2.18  C73 1.093
81 H -5.93 5.78 -4.40  C75 1.094
82 H -5.33 5.37 -2.78  C75 1.094
83 H -6.05 6.98 -3.08  C75 1.093
84 H -8.67 3.73 -2.93  C76 1.102

A 5-piece molecular cluster, C27H46BBrClN8O9P overall in a non-equilibrium geometry. Source: the OMol25 dataset; level of theory: wB97M-V/def2-TZVPD.

Frontier orbital gap: 8.06 eV
HOMO: -8.770 eV
Total charge: 0
SMILES: CC(=O)OC(=O)Cc1c(C[C@H](C)Br)c(Cl)c2nc(P(N)O)cnc2c1B(N)O.CN(C)C=O.CN(C)C=O.CN(C)C=O.CN(C)C=O

Bonds (Å) are listed after each position.
Atoms and positions in Å:
1 C 0.39 -2.83 0.97  C2 1.494, H29 1.090, H30 1.087, H31 1.087
2 C -0.63 -3.37 0.03  C1 1.494, O3 1.195, O4 1.390
3 O -1.07 -4.49 0.08  C2 1.195
4 O -1.10 -2.46 -0.91  C2 1.390, C5 1.372
5 C -0.60 -2.55 -2.18  O4 1.372, O6 1.197, C7 1.506
6 O -0.07 -3.53 -2.61  C5 1.197
7 C -0.81 -1.27 -2.95  C5 1.506, C8 1.511, H32 1.087, H33 1.087
8 C -0.73 -0.02 -2.12  C7 1.511, C9 1.435, C25 1.367
9 C -1.89 0.75 -1.78  C8 1.435, C10 1.503, C14 1.365
10 C -3.27 0.38 -2.27  C9 1.503, C11 1.554, H34 1.091, H35 1.081
11 C -4.22 -0.25 -1.22  C10 1.554, C12 1.518, Br13 1.961, H36 1.086
12 C -3.67 -0.43 0.18  C11 1.518, H37 1.086, H38 1.088, H39 1.089
13 Br -4.76 -2.02 -1.88  C11 1.961
14 C -1.73 1.87 -1.02  C9 1.365, Cl15 1.728, C16 1.411
15 Cl -3.08 2.87 -0.65  C14 1.728
16 C -0.47 2.28 -0.53  C14 1.411, N17 1.353, C24 1.407
17 N -0.35 3.38 0.25  C16 1.353, C18 1.309
18 C 0.84 3.68 0.68  N17 1.309, P19 1.853, C22 1.426
19 P 0.93 5.21 1.71  C18 1.853, N20 1.718, O21 1.636
20 N 2.58 5.24 2.21  P19 1.718, H40 1.018, H41 1.018
21 O 0.21 4.68 3.08  P19 1.636, H42 0.964
22 C 1.98 2.89 0.33  C18 1.426, N23 1.302, H43 1.084
23 N 1.90 1.84 -0.43  C22 1.302, C24 1.362
24 C 0.65 1.50 -0.87  C16 1.407, N23 1.362, C25 1.410
25 C 0.52 0.36 -1.69  C8 1.367, C24 1.410, B26 1.588
26 B 1.83 -0.44 -2.10  C25 1.588, N27 1.438, O28 1.382
27 N 2.32 -0.35 -3.45  B26 1.438, H44 1.014, H45 1.024
28 O 2.44 -1.27 -1.18  B26 1.382, H46 0.963
29 H 1.39 -3.04 0.59  C1 1.090
30 H 0.28 -1.76 1.14  C1 1.087
31 H 0.27 -3.35 1.91  C1 1.087
32 H -1.80 -1.39 -3.39  C7 1.087
33 H -0.08 -1.25 -3.76  C7 1.087
34 H -3.73 1.31 -2.62  C10 1.091
35 H -3.22 -0.25 -3.14  C10 1.081
36 H -5.13 0.34 -1.17  C11 1.086
37 H -2.70 -0.92 0.15  C12 1.086
38 H -4.35 -1.06 0.74  C12 1.088
39 H -3.61 0.52 0.71  C12 1.089
40 H 2.83 4.35 2.63  N20 1.018
41 H 3.15 5.35 1.37  N20 1.018
42 H 0.19 3.72 3.16  O21 0.964
43 H 2.96 3.17 0.69  C22 1.084
44 H 2.85 0.50 -3.59  N27 1.014
45 H 2.95 -1.13 -3.65  N27 1.024
46 H 2.35 -0.91 -0.29  O28 0.963
47 C -6.29 3.70 2.48  N48 1.449, H52 1.092, H53 1.092, H54 1.088
48 N -6.99 2.66 1.76  C47 1.449, C49 1.454, C50 1.345
49 C -8.38 2.39 2.07  N48 1.454, H55 1.090, H56 1.090, H57 1.087
50 C -6.39 1.92 0.80  N48 1.345, O51 1.218, H58 1.101
51 O -6.93 1.04 0.17  C50 1.218
52 H -6.27 3.48 3.55  C47 1.092
53 H -6.77 4.67 2.32  C47 1.092
54 H -5.26 3.76 2.12  C47 1.088
55 H -8.51 1.36 2.40  C49 1.090
56 H -9.00 2.53 1.18  C49 1.090
57 H -8.71 3.06 2.85  C49 1.087
58 H -5.34 2.20 0.64  C50 1.101
59 C 7.74 5.76 3.24  N60 1.449, H64 1.091, H65 1.091, H66 1.088
60 N 7.00 5.41 2.04  C59 1.449, C61 1.455, C62 1.341
61 C 7.41 5.98 0.76  N60 1.455, H67 1.090, H68 1.090, H69 1.087
62 C 5.96 4.57 2.06  N60 1.341, O63 1.220, H70 1.102
63 O 5.31 4.25 1.07  C62 1.220
64 H 7.69 6.83 3.41  C59 1.091
65 H 8.79 5.46 3.14  C59 1.091
66 H 7.31 5.24 4.09  C59 1.088
67 H 6.59 6.56 0.33  C61 1.090
68 H 7.67 5.20 0.06  C61 1.090
69 H 8.26 6.63 0.92  C61 1.087
70 H 5.73 4.19 3.06  C62 1.102
71 C 6.90 -3.57 -1.97  N72 1.448, H76 1.092, H77 1.092, H78 1.088
72 N 5.98 -2.73 -2.71  C71 1.448, C73 1.454, C74 1.342
73 C 6.17 -1.29 -2.69  N72 1.454, H79 1.091, H80 1.090, H81 1.087
74 C 4.95 -3.23 -3.40  N72 1.342, O75 1.218, H82 1.101
75 O 4.16 -2.56 -4.04  C74 1.218
76 H 6.88 -3.32 -0.91  C71 1.092
77 H 7.92 -3.45 -2.34  C71 1.092
78 H 6.61 -4.61 -2.08  C71 1.088
79 H 5.28 -0.80 -2.28  C73 1.091
80 H 6.31 -0.92 -3.71  C73 1.090
81 H 7.04 -1.04 -2.09  C73 1.087
82 H 4.87 -4.33 -3.34  C74 1.101
83 C -3.38 -6.99 0.73  N84 1.451, H88 1.090, H89 1.092, H90 1.088
84 N -4.71 -6.96 1.30  C83 1.451, C85 1.453, C86 1.345
85 C -5.81 -6.42 0.53  N84 1.453, H91 1.090, H92 1.090, H93 1.087
86 C -4.97 -7.42 2.54  N84 1.345, O87 1.216, H94 1.104
87 O -6.07 -7.42 3.07  C86 1.216
88 H -3.05 -5.98 0.48  C83 1.090
89 H -3.38 -7.59 -0.18  C83 1.092
90 H -2.68 -7.42 1.44  C83 1.088
91 H -6.26 -5.57 1.05  C85 1.090
92 H -6.58 -7.17 0.38  C85 1.090
93 H -5.43 -6.09 -0.44  C85 1.087
94 H -4.07 -7.82 3.05  C86 1.104